Formula: C31H61NO15S3
Source: the OMol25 dataset
Level of theory: ωB97M-V/def2-TZVPD

Cartesian coordinates (Å):
C 6.07 -2.24 -1.26
C 7.10 -1.01 -1.22
S 6.28 0.58 -1.73
C 4.88 0.88 -0.57
S 3.24 0.45 -1.37
O 3.56 -0.30 -2.60
O 2.62 1.73 -1.76
N 2.44 -0.42 -0.18
S 1.26 -1.47 -0.76
O 1.76 -2.51 -1.70
O 0.74 -2.18 0.44
C -0.24 -0.61 -1.50
O -1.36 -0.94 -1.06
O -0.12 0.29 -2.41
H 5.59 -2.43 -0.27
H 5.35 -2.09 -2.10
H 6.66 -3.18 -1.50
H 7.47 -0.92 -0.17
H 7.91 -1.19 -1.97
H 5.01 0.12 0.26
H 4.87 1.89 -0.10
C -3.40 4.71 -1.94
C -2.14 4.02 -1.47
O -1.35 4.59 -0.75
C -1.92 2.60 -1.93
H -3.44 5.72 -1.53
H -3.41 4.77 -3.03
H -4.27 4.16 -1.59
H -1.87 2.57 -3.02
H -2.74 1.97 -1.58
H -0.99 2.22 -1.53
C 7.89 -6.27 -0.48
C 8.50 -5.11 0.27
O 8.50 -4.00 -0.19
C 9.12 -5.41 1.62
H 7.49 -5.91 -1.43
H 8.66 -7.03 -0.68
H 7.08 -6.70 0.10
H 9.93 -6.12 1.51
H 8.36 -5.80 2.29
H 9.52 -4.48 2.04
C 11.37 -2.44 -0.56
C 11.16 -1.05 -0.03
O 10.07 -0.53 -0.04
C 12.37 -0.33 0.53
H 10.42 -2.83 -0.92
H 12.08 -2.42 -1.39
H 11.74 -3.09 0.24
H 13.13 -0.21 -0.25
H 12.78 -0.88 1.37
H 12.07 0.66 0.87
C -8.62 4.14 -2.86
C -7.30 3.73 -2.25
O -6.38 4.52 -2.15
C -7.16 2.31 -1.77
H -8.58 5.19 -3.15
H -8.83 3.53 -3.74
H -9.42 4.02 -2.12
H -7.30 1.62 -2.61
H -7.90 2.11 -0.99
H -6.16 2.16 -1.36
C -8.80 -0.79 2.07
C -8.97 0.60 1.51
O -9.74 0.82 0.60
C -8.15 1.70 2.14
H -9.45 -1.48 1.52
H -7.77 -1.12 1.95
H -9.08 -0.81 3.12
H -7.08 1.48 2.02
H -8.40 1.79 3.20
H -8.37 2.64 1.64
C -12.23 -3.35 -1.96
C -12.36 -2.28 -0.90
O -13.06 -2.44 0.08
C -11.58 -1.01 -1.11
H -12.85 -4.21 -1.68
H -12.58 -2.97 -2.92
H -11.19 -3.67 -2.04
H -11.90 -0.52 -2.03
H -10.51 -1.23 -1.15
H -11.76 -0.33 -0.28
C 0.15 -5.06 -3.52
C -0.77 -5.21 -4.70
O -0.80 -6.24 -5.35
C -1.66 -4.04 -5.03
H 0.74 -5.97 -3.39
H 0.84 -4.23 -3.69
H -0.43 -4.88 -2.61
H -1.05 -3.17 -5.27
H -2.32 -3.82 -4.18
H -2.27 -4.29 -5.90
C 1.82 2.50 2.44
C 3.02 1.95 3.16
O 4.07 1.77 2.58
C 2.87 1.63 4.63
H 2.07 2.68 1.40
H 1.00 1.77 2.48
H 1.51 3.44 2.90
H 2.10 0.87 4.77
H 2.61 2.54 5.18
H 3.82 1.25 5.01
C 1.66 5.49 7.26
C 0.86 5.35 5.99
O 0.91 4.34 5.32
C -0.01 6.51 5.59
H 2.24 4.58 7.43
H 2.35 6.33 7.17
H 0.99 5.64 8.11
H 0.61 7.40 5.43
H -0.75 6.71 6.36
H -0.53 6.27 4.66

Largest force on an atom ... 0.0975 Eh/bohr
LUMO ... 0.1108 Ha
Total energy ... -97842.7564 eV
HOMO energy ... -1.83 eV
Orbital gap ... 4.85 eV
Charge ... -2
2S+1 ... 1

These are the Mulliken partial charges, in e, on atoms 1 to 99:
1. C -0.84
2. C -0.27
3. S -0.17
4. C -0.70
5. S 1.12
6. O -0.63
7. O -0.66
8. N -0.42
9. S 0.98
10. O -0.64
11. O -0.73
12. C 0.57
13. O -0.71
14. O -0.69
15. H 0.23
16. H 0.41
17. H 0.11
18. H 0.21
19. H 0.25
20. H 0.17
21. H 0.46
22. C -0.73
23. C 0.85
24. O -0.62
25. C -0.84
26. H 0.29
27. H 0.31
28. H 0.01
29. H 0.30
30. H 0.28
31. H 0.14
32. C -1.21
33. C 0.85
34. O -0.42
35. C -1.19
36. H 0.29
37. H 0.35
38. H 0.35
39. H 0.34
40. H 0.38
41. H 0.26
42. C -0.77
43. C 0.77
44. O -0.46
45. C -1.17
46. H 0.01
47. H 0.38
48. H 0.29
49. H 0.31
50. H 0.31
51. H 0.32
52. C -1.18
53. C 0.81
54. O -0.50
55. C -0.62
56. H 0.32
57. H 0.32
58. H 0.30
59. H 0.37
60. H -0.05
61. H 0.19
62. C -1.09
63. C 0.88
64. O -0.50
65. C -1.24
66. H 0.22
67. H 0.35
68. H 0.34
69. H 0.34
70. H 0.40
71. H 0.29
72. C -1.08
73. C 0.83
74. O -0.57
75. C -1.00
76. H 0.30
77. H 0.31
78. H 0.32
79. H 0.44
80. H 0.26
81. H 0.20
82. C -0.88
83. C 0.78
84. O -0.62
85. C -1.01
86. H 0.29
87. H 0.25
88. H 0.29
89. H 0.30
90. H 0.30
91. H 0.30
92. C -0.92
93. C 0.90
94. O -0.56
95. C -0.85
96. H 0.23
97. H 0.29
98. H 0.27
99. H 0.31


Formula: C31H62Cl3N6O6S3
Source: the OMol25 dataset
Level of theory: ωB97M-V/def2-TZVPD

Cartesian coordinates (Å):
C -1.42 -1.99 1.98
C -0.56 -1.39 1.44
C 0.47 -0.63 0.73
Cl 1.93 -1.75 0.79
N 0.83 0.51 1.59
O -0.11 0.82 2.59
C 1.30 1.67 0.96
N 2.23 2.32 1.58
C 2.97 3.49 1.08
N 4.28 3.08 0.61
N 0.84 2.05 -0.26
C -0.03 3.22 -0.39
C -0.47 3.81 0.94
O -1.32 3.35 1.64
Cl 0.32 5.32 1.43
C 0.94 0.95 -1.29
C 2.46 0.60 -1.30
C 3.08 -0.11 -2.49
C 4.62 -0.21 -2.28
C 5.09 -1.67 -2.28
N 5.13 -2.23 -3.65
C 6.41 -2.93 -3.89
C 4.06 -3.20 -3.83
C 2.96 -2.81 -4.77
O 4.06 -4.26 -3.26
C 0.50 1.57 -2.63
Cl 1.63 2.96 -2.99
C 0.34 0.66 -3.87
C 0.73 1.27 -5.22
C 0.05 -0.25 -0.74
C -1.42 0.30 -0.64
N -2.45 -0.70 -0.87
C 0.06 -1.46 -1.70
C -0.28 -2.87 -1.24
C -0.68 -3.72 -2.48
C -0.25 -5.19 -2.38
C -1.22 -6.04 -1.54
H -2.19 -2.53 2.47
H 0.40 1.08 3.37
H 2.51 1.97 2.49
H 3.03 4.21 1.90
H 2.43 3.97 0.28
H 4.56 3.71 -0.13
H 4.98 3.17 1.34
H -0.98 3.00 -0.88
H 0.44 4.02 -0.95
H 2.99 1.54 -1.20
H 2.74 0.02 -0.42
H 2.73 -1.13 -2.63
H 2.93 0.41 -3.43
H 5.15 0.29 -3.09
H 4.92 0.22 -1.32
H 6.08 -1.73 -1.85
H 4.43 -2.28 -1.65
H 6.69 -3.57 -3.05
H 6.32 -3.57 -4.76
H 7.20 -2.21 -4.08
H 2.83 -3.58 -5.52
H 2.05 -2.67 -4.19
H 3.20 -1.88 -5.28
H -0.45 2.09 -2.55
H -0.71 0.41 -3.96
H 0.87 -0.28 -3.79
H 0.22 2.21 -5.43
H 0.38 0.56 -5.98
H 1.80 1.34 -5.36
H -1.59 0.82 0.31
H -1.56 1.08 -1.39
H -2.80 -0.66 -1.82
H -3.25 -0.59 -0.26
H -0.61 -1.24 -2.53
H 1.05 -1.51 -2.15
H -1.12 -2.90 -0.56
H 0.56 -3.39 -0.79
H -1.77 -3.69 -2.55
H -0.30 -3.26 -3.40
H 0.76 -5.21 -1.97
H -0.23 -5.58 -3.39
H -2.12 -5.49 -1.28
H -1.54 -6.92 -2.09
H -0.75 -6.36 -0.61
C -2.20 2.82 7.19
S -1.36 2.45 5.65
O 0.11 2.45 5.90
C -1.77 4.00 4.85
H -2.04 1.99 7.87
H -1.79 3.73 7.62
H -3.27 2.93 7.00
H -1.39 4.83 5.44
H -2.85 4.07 4.74
H -1.30 4.01 3.87
C -3.44 1.44 12.14
S -3.17 1.61 10.38
O -4.13 2.62 9.87
C -3.83 -0.01 9.93
H -3.13 2.37 12.62
H -4.49 1.26 12.34
H -2.83 0.62 12.53
H -4.87 -0.08 10.28
H -3.22 -0.78 10.39
H -3.80 -0.10 8.85
C -6.01 -0.61 -3.57
S -5.02 -0.94 -5.03
O -3.60 -0.96 -4.58
C -5.30 0.66 -5.81
H -5.93 -1.49 -2.92
H -5.62 0.27 -3.05
H -7.05 -0.46 -3.86
H -4.96 1.45 -5.14
H -6.36 0.77 -6.02
H -4.73 0.68 -6.73

Largest force on an atom ... 0.0439 Eh/bohr
LUMO ... -0.1341 Ha
Total energy ... -124437.8496 eV
HOMO energy ... -10.58 eV
Orbital gap ... 6.93 eV
Charge ... +1
2S+1 ... 1

These are the Mulliken partial charges, in e, on atoms 1 to 99:
1. C -0.04
2. C -1.64
3. C 0.69
4. Cl -0.15
5. N 0.46
6. O -0.41
7. C -1.60
8. N 0.47
9. C -0.58
10. N -0.49
11. N 1.67
12. C -0.88
13. C 0.14
14. O -0.40
15. Cl -0.17
16. C -0.28
17. C -1.67
18. C 1.17
19. C -1.04
20. C -1.12
21. N 0.13
22. C -1.21
23. C 0.67
24. C -0.82
25. O -0.56
26. C -0.14
27. Cl -0.17
28. C -0.01
29. C -1.84
30. C 2.86
31. C -1.70
32. N -0.24
33. C -1.29
34. C -0.98
35. C -0.82
36. C -0.65
37. C -1.26
38. H 0.57
39. H 0.37
40. H 0.39
41. H 0.49
42. H 0.42
43. H 0.23
44. H 0.26
45. H 0.53
46. H 0.90
47. H 0.92
48. H 0.56
49. H -0.39
50. H -0.22
51. H 0.48
52. H 0.43
53. H 0.62
54. H 0.40
55. H 0.42
56. H 0.37
57. H 0.35
58. H 0.49
59. H -0.11
60. H 0.32
61. H 0.91
62. H 0.27
63. H -0.16
64. H 0.42
65. H 0.49
66. H 0.33
67. H 0.57
68. H 0.29
69. H 0.04
70. H 0.35
71. H -0.01
72. H -0.73
73. H 0.20
74. H 0.56
75. H 0.46
76. H 0.40
77. H 0.34
78. H 0.41
79. H 0.32
80. H 0.35
81. H 0.31
82. C -0.95
83. S 0.64
84. O -0.68
85. C -0.44
86. H 0.15
87. H 0.33
88. H 0.42
89. H 0.38
90. H 0.37
91. H -0.23
92. C -0.97
93. S 0.55
94. O -0.61
95. C -0.92
96. H 0.33
97. H 0.30
98. H 0.37
99. H 0.33


Formula: C31H62GaO6Si
Source: the OMol25 dataset
Level of theory: ωB97M-V/def2-TZVPD

Cartesian coordinates (Å):
C 5.55 -2.45 1.03
C 5.71 -1.94 -0.22
C 4.65 -1.39 -1.08
Ga 4.00 0.48 -0.43
C 2.15 0.73 -1.30
C 1.42 2.01 -0.90
C 0.98 2.04 0.59
C -0.48 2.54 0.74
C -1.42 1.35 1.03
C -2.71 1.81 1.78
C -4.01 1.29 1.14
C -4.40 -0.13 1.65
Si -3.63 -1.57 0.70
C -4.71 -3.12 1.02
C -1.90 -2.04 1.28
C -3.67 -1.31 -1.17
C -4.86 -0.84 -1.70
C -4.95 -0.67 -3.06
C -3.91 -0.96 -3.89
C -2.73 -1.40 -3.35
C -2.61 -1.58 -2.00
H 4.80 -3.23 1.18
H 6.15 -2.15 1.88
H 6.71 -1.95 -0.67
H 3.77 -2.04 -1.03
H 5.01 -1.25 -2.10
H 3.98 0.61 1.17
H 5.03 1.59 -1.03
H 1.57 -0.18 -1.10
H 2.32 0.76 -2.38
H 1.98 2.91 -1.16
H 0.50 2.06 -1.49
H 1.63 2.74 1.12
H 1.11 1.07 1.07
H -0.83 3.04 -0.17
H -0.56 3.21 1.60
H -0.89 0.66 1.69
H -1.66 0.80 0.12
H -2.71 2.89 1.86
H -2.68 1.39 2.79
H -3.96 1.31 0.05
H -4.83 1.96 1.42
H -5.49 -0.21 1.66
H -4.10 -0.23 2.69
H -4.18 -3.87 1.62
H -5.69 -2.86 1.42
H -4.91 -3.60 0.05
H -1.81 -1.96 2.37
H -1.11 -1.50 0.77
H -1.75 -3.10 1.04
H -5.70 -0.64 -1.04
H -5.89 -0.31 -3.47
H -4.02 -0.84 -4.96
H -1.90 -1.63 -4.01
H -1.68 -1.93 -1.56
C -7.03 3.43 -0.93
O -7.21 4.04 -2.19
C -6.24 3.65 -3.15
C -6.84 3.58 -4.54
O -7.71 2.47 -4.76
C -8.96 2.44 -4.09
C -9.98 3.43 -4.60
O -9.65 4.76 -4.23
C -9.90 5.71 -5.24
H -6.20 3.89 -0.39
H -7.95 3.57 -0.36
H -6.85 2.35 -1.03
H -5.81 2.68 -2.90
H -5.44 4.40 -3.14
H -6.02 3.44 -5.24
H -7.33 4.52 -4.81
H -8.83 2.51 -3.01
H -9.36 1.44 -4.29
H -10.96 3.20 -4.15
H -10.06 3.34 -5.69
H -9.50 5.39 -6.21
H -9.40 6.64 -4.96
H -10.98 5.90 -5.34
C 10.92 -2.96 1.10
O 10.81 -2.57 2.45
C 9.73 -1.68 2.69
C 9.11 -1.91 4.06
O 8.33 -3.09 4.17
C 8.99 -4.34 4.12
C 9.81 -4.68 5.34
O 11.00 -3.90 5.42
C 11.31 -3.48 6.73
H 11.34 -2.16 0.49
H 11.58 -3.83 1.06
H 9.94 -3.25 0.69
H 8.95 -1.79 1.93
H 10.12 -0.65 2.65
H 8.41 -1.09 4.24
H 9.86 -1.85 4.85
H 9.58 -4.45 3.20
H 8.19 -5.08 4.05
H 10.12 -5.74 5.28
H 9.20 -4.55 6.24
H 10.43 -3.05 7.23
H 12.07 -2.70 6.66
H 11.70 -4.31 7.33

Largest force on an atom ... 0.0354 Eh/bohr
LUMO ... 0.0757 Ha
Total energy ... -105686.3990 eV
HOMO energy ... -3.51 eV
Orbital gap ... 5.57 eV
Charge ... -1
2S+1 ... 1

These are the Mulliken partial charges, in e, on atoms 1 to 99:
1. C -0.82
2. C -0.12
3. C -0.75
4. Ga 0.22
5. C -0.85
6. C -0.66
7. C -0.73
8. C -1.22
9. C 0.38
10. C -1.25
11. C -0.20
12. C -1.03
13. Si 0.01
14. C -1.31
15. C -1.04
16. C 0.40
17. C -0.25
18. C -0.47
19. C -0.68
20. C -0.55
21. C -0.17
22. H 0.23
23. H 0.18
24. H 0.29
25. H 0.32
26. H 0.26
27. H -0.26
28. H -0.30
29. H 0.11
30. H 0.46
31. H 0.30
32. H 0.35
33. H 0.34
34. H 0.43
35. H 0.29
36. H 0.56
37. H 0.30
38. H -0.02
39. H 0.56
40. H 0.21
41. H 0.35
42. H 0.26
43. H 0.39
44. H 0.57
45. H 0.33
46. H 0.31
47. H 0.37
48. H 0.36
49. H 0.21
50. H 0.36
51. H 0.35
52. H 0.45
53. H 0.41
54. H 0.39
55. H 0.34
56. C -0.74
57. O -0.31
58. C -0.27
59. C -0.41
60. O -0.46
61. C -0.26
62. C -0.62
63. O -0.28
64. C -0.80
65. H 0.32
66. H 0.36
67. H 0.25
68. H 0.09
69. H 0.42
70. H 0.44
71. H 0.11
72. H 0.12
73. H 0.42
74. H 0.37
75. H 0.35
76. H 0.36
77. H 0.23
78. H 0.32
79. C -0.79
80. O -0.29
81. C -0.32
82. C -0.42
83. O -0.44
84. C -0.33
85. C -0.54
86. O -0.27
87. C -0.80
88. H 0.33
89. H 0.24
90. H 0.34
91. H 0.17
92. H 0.39
93. H 0.44
94. H 0.13
95. H 0.12
96. H 0.41
97. H 0.36
98. H 0.35
99. H 0.36


Formula: C31H62INO7
Source: the OMol25 dataset
Level of theory: ωB97M-V/def2-TZVPD

Cartesian coordinates (Å):
C -1.79 3.78 -0.27
C -1.68 2.43 -1.21
C -2.80 2.42 -2.44
C -2.64 1.12 -3.45
C -2.93 3.86 -3.21
C -4.11 4.95 -2.75
C -5.21 4.64 -1.54
O -5.02 4.91 -0.25
O -6.51 4.07 -2.01
N -4.26 6.34 -3.40
C -3.35 6.84 -4.50
C -2.12 5.86 -5.07
I -0.90 6.77 -6.67
C -1.90 4.37 -4.43
C -0.69 3.42 -5.00
C 0.55 3.19 -3.90
C 1.96 3.14 -4.80
C 1.76 1.86 -5.85
O 1.63 2.35 -7.24
C 0.42 1.82 -7.89
H -0.92 3.75 0.54
H -2.80 3.67 0.34
H -1.70 4.78 -0.87
H -0.59 2.17 -1.57
H -2.00 1.52 -0.51
H -3.84 2.24 -1.88
H -2.98 0.13 -2.87
H -1.48 0.95 -3.69
H -3.23 1.25 -4.48
H -5.01 7.00 -3.05
H -3.51 7.92 -4.91
H -0.14 3.89 -5.96
H -1.05 2.35 -5.38
H 0.40 2.09 -3.51
H 0.57 4.01 -3.07
H 2.83 2.87 -4.06
H 2.15 4.16 -5.37
H 0.87 1.16 -5.52
H 2.73 1.17 -5.84
H 0.19 0.69 -7.68
H 0.54 1.97 -9.07
H -0.57 2.44 -7.63
C -2.33 -3.58 -6.95
C -2.60 -3.69 -5.46
O -3.15 -2.49 -4.90
C -4.40 -2.06 -5.43
C -5.52 -3.07 -5.26
H -1.65 -2.75 -7.16
H -1.88 -4.51 -7.32
H -3.25 -3.41 -7.52
H -1.66 -3.87 -4.94
H -3.25 -4.54 -5.24
H -4.28 -1.77 -6.48
H -4.67 -1.14 -4.89
H -5.31 -4.00 -5.79
H -6.46 -2.67 -5.64
H -5.65 -3.32 -4.20
C -1.24 -2.23 3.07
C -1.50 -0.75 2.86
O -2.33 -0.48 1.73
C -3.64 -1.04 1.76
C -4.48 -0.57 2.94
H -0.79 -2.68 2.18
H -0.57 -2.38 3.92
H -2.16 -2.78 3.27
H -0.54 -0.25 2.67
H -1.92 -0.29 3.76
H -3.58 -2.13 1.72
H -4.13 -0.72 0.83
H -4.04 -0.86 3.89
H -5.48 -0.99 2.89
H -4.56 0.53 2.94
C 3.59 0.29 3.97
C 2.31 -0.07 4.69
O 2.11 -1.48 4.82
C 3.10 -2.19 5.55
C 3.25 -1.71 6.99
H 3.62 -0.17 2.97
H 3.68 1.38 3.85
H 4.48 -0.05 4.51
H 1.46 0.31 4.10
H 2.25 0.42 5.66
H 4.06 -2.16 5.02
H 2.79 -3.24 5.56
H 3.58 -0.67 7.04
H 4.00 -2.32 7.51
H 2.30 -1.78 7.52
C 6.23 -5.63 8.23
C 6.67 -4.40 7.47
O 6.58 -3.20 8.24
C 7.37 -3.15 9.43
C 8.86 -3.30 9.18
H 5.20 -5.52 8.59
H 6.27 -6.52 7.58
H 6.86 -5.83 9.10
H 6.01 -4.26 6.61
H 7.68 -4.52 7.07
H 7.01 -3.89 10.15
H 7.19 -2.17 9.88
H 9.10 -4.27 8.74
H 9.41 -3.22 10.12
H 9.21 -2.53 8.49

Largest force on an atom ... 0.1646 Eh/bohr
LUMO ... -0.0573 Ha
Total energy ... -57059.3034 eV
HOMO energy ... -7.96 eV
Orbital gap ... 6.40 eV
Charge ... 0
2S+1 ... 1

These are the Mulliken partial charges, in e, on atoms 1 to 99:
1. C -0.94
2. C -0.16
3. C 0.41
4. C -1.01
5. C 0.02
6. C -0.07
7. C 0.19
8. O -0.59
9. O -0.64
10. N -0.02
11. C -0.18
12. C -0.85
13. I 0.07
14. C 0.21
15. C 0.11
16. C -0.22
17. C -0.72
18. C -0.29
19. O -0.38
20. C -0.38
21. H 0.36
22. H 0.24
23. H 0.22
24. H 0.20
25. H 0.06
26. H 0.57
27. H 0.35
28. H 0.00
29. H 0.25
30. H 0.33
31. H 0.30
32. H 0.31
33. H 0.09
34. H 0.10
35. H 0.28
36. H 0.33
37. H 0.32
38. H 0.20
39. H 0.32
40. H 0.19
41. H 0.26
42. H 0.14
43. C -0.94
44. C -0.37
45. O -0.41
46. C -0.17
47. C -1.15
48. H 0.19
49. H 0.39
50. H 0.26
51. H 0.32
52. H 0.33
53. H 0.29
54. H 0.28
55. H 0.28
56. H 0.39
57. H 0.31
58. C -1.00
59. C -0.18
60. O -0.34
61. C -0.27
62. C -1.11
63. H 0.28
64. H 0.31
65. H 0.34
66. H 0.08
67. H 0.29
68. H 0.30
69. H 0.35
70. H 0.25
71. H 0.40
72. H 0.29
73. C -1.11
74. C -0.22
75. O -0.36
76. C -0.37
77. C -0.87
78. H 0.30
79. H 0.40
80. H 0.25
81. H 0.28
82. H 0.29
83. H 0.26
84. H 0.34
85. H 0.26
86. H 0.25
87. H 0.29
88. C -1.07
89. C -0.30
90. O -0.34
91. C -0.39
92. C -1.02
93. H 0.28
94. H 0.39
95. H 0.27
96. H 0.28
97. H 0.34
98. H 0.32
99. H 0.32